Computed, not measured: C18H26Br2N2O2 in the gas phase, with ωB97M-V with the def2-TZVPD basis set.

**Gap between HOMO and LUMO**: 8.933 eV

```
! wB97M-V def2-TZVPD RIJCOSX def2/J DEFGRID3
* xyz 0 1
C -3.78 -0.61 0.31
C -3.26 0.32 -0.47
C -2.33 1.48 -1.15
C -3.19 2.84 -0.96
N -3.63 3.95 -0.80
C -2.45 1.16 -2.76
O -2.02 -0.19 -3.09
O -1.90 -0.36 -4.42
C -0.83 1.53 -0.60
C 0.01 2.48 -1.64
N 0.64 3.23 -2.37
C -0.07 0.07 -0.63
C 0.97 -0.11 -1.84
C 1.54 -1.65 -1.98
C 1.48 -2.49 -0.61
C 2.61 -2.01 0.49
C 2.44 -3.05 1.75
C 1.06 -2.83 2.57
C 1.05 -3.84 3.86
C -0.56 2.16 0.85
Br -1.58 1.36 2.35
C -0.67 3.77 0.97
C 0.71 4.51 1.41
Br -1.98 4.17 2.47
H -4.41 -1.47 0.76
H -2.01 1.99 -3.42
H -3.60 1.18 -2.95
H -0.94 -0.35 -4.66
H 0.55 -0.10 0.35
H -0.80 -0.82 -0.68
H 0.51 0.11 -2.90
H 1.94 0.53 -1.71
H 0.88 -2.16 -2.80
H 2.62 -1.65 -2.37
H 0.43 -2.58 -0.14
H 1.79 -3.58 -0.88
H 2.48 -0.91 0.80
H 3.63 -2.26 0.03
H 3.38 -3.06 2.41
H 2.35 -4.11 1.25
H 0.11 -3.05 1.97
H 1.03 -1.75 2.98
H 1.68 -3.43 4.73
H -0.04 -3.96 4.25
H 1.41 -4.90 3.59
H 0.56 1.92 1.09
H -1.10 4.31 0.06
H 0.90 5.37 0.65
H 0.54 5.06 2.43
H 1.63 3.83 1.44
*
```

natural (NBO) population analysis, charges in e, atoms 1 to 8: atom 1 (C): -0.1816, atom 2 (C): -0.0573, atom 3 (C): -0.1807, atom 4 (C): 0.2802, atom 5 (N): -0.2759, atom 6 (C): -0.0839, atom 7 (O): -0.2856, atom 8 (O): -0.4196

Computed, not measured: C18H26Cl5N2RuS3 as an isolated structure, with ωB97M-V with the def2-TZVPD basis set.

**⟨S²⟩**: 8.762
**Gap between HOMO and LUMO (spin up / spin down)**: 9.053 / 6.046 eV

```
! wB97M-V def2-TZVPD RIJCOSX def2/J DEFGRID3
* xyz 2 6
Ru 0.93 -0.23 0.31
C 1.90 -1.04 3.74
C 0.38 -1.10 3.67
S -0.39 -1.71 2.14
C 0.14 -3.45 2.00
C 1.59 -3.69 1.63
S 2.05 -2.79 0.11
C 3.72 -2.17 0.46
C 3.96 -1.46 1.79
S 2.70 -0.23 2.30
H 2.34 -2.02 3.87
H 2.18 -0.43 4.60
H -0.05 -0.10 3.78
H 0.00 -1.71 4.49
H -0.53 -3.85 1.24
H -0.10 -3.94 2.95
H 1.73 -4.76 1.42
H 2.27 -3.41 2.42
H 3.91 -1.49 -0.38
H 4.41 -3.01 0.38
H 4.89 -0.90 1.72
H 4.07 -2.16 2.62
Cl 0.36 -2.38 -2.88
C 1.38 -0.99 -2.96
C 1.61 -0.27 -1.80
C 2.35 0.90 -1.91
Cl 2.48 1.84 -0.44
C 2.92 1.35 -3.09
Cl 3.84 2.79 -3.14
C 2.71 0.57 -4.24
Cl 3.40 1.06 -5.72
C 1.92 -0.58 -4.18
Cl 1.61 -1.48 -5.60
C -3.76 4.17 0.01
C -4.04 2.67 0.02
N -2.95 1.89 -0.59
C -2.99 1.74 -2.04
C -3.69 0.45 -2.47
C -1.98 1.34 0.13
C -1.94 1.56 1.61
N -1.04 0.58 -0.40
H -4.62 4.70 0.42
H -3.58 4.54 -1.00
H -2.89 4.42 0.63
H -4.93 2.46 -0.56
H -4.22 2.32 1.03
H -1.98 1.79 -2.45
H -3.53 2.60 -2.44
H -3.22 -0.42 -2.02
H -3.64 0.34 -3.56
H -4.74 0.47 -2.18
H -2.63 0.86 2.10
H -2.21 2.57 1.89
H -0.93 1.35 1.97
H -1.13 0.42 -1.40
*
```

natural (NBO) population analysis, charges in e, atoms 1 to 8: atom 1 (Ru): 1.2318, atom 2 (C): -0.5260, atom 3 (C): -0.5464, atom 4 (S): 0.3028, atom 5 (C): -0.5409, atom 6 (C): -0.5457, atom 7 (S): 0.3381, atom 8 (C): -0.5485

Computed, not measured: a 2-piece molecular cluster, C18H26F3N3O3 overall, with ωB97M-V with the def2-TZVPD basis set.

**Energy relative to the best compared isomer or geometry (same formula, charge and spin)**: 0.370 eV
**Gap between HOMO and LUMO**: 4.234 eV

```
! wB97M-V def2-TZVPD RIJCOSX def2/J DEFGRID3
* xyz 0 1
C -3.82 1.84 0.71
C -3.11 0.83 1.63
C -1.59 0.80 1.49
O -1.15 0.06 0.32
N -0.25 0.76 -0.41
C -0.60 1.87 -1.17
C 0.55 2.32 -1.72
C 0.57 3.54 -2.58
C 1.54 3.85 -3.53
C 1.45 5.03 -4.24
C 0.41 5.91 -4.07
C -0.56 5.61 -3.12
C -0.47 4.45 -2.40
N 1.59 1.47 -1.32
C 2.99 1.58 -1.70
C 1.04 0.55 -0.52
C 1.74 -0.57 0.21
N 2.19 -0.03 1.53
H -4.81 2.05 1.12
H -4.01 1.38 -0.27
H -3.31 2.81 0.63
H -3.32 1.09 2.68
H -3.50 -0.18 1.47
H -1.18 0.28 2.37
H -1.21 1.83 1.53
H -1.61 2.25 -1.25
H 2.38 3.19 -3.70
H 2.22 5.27 -4.96
H 0.34 6.85 -4.61
H -1.40 6.27 -2.94
H -1.24 4.29 -1.65
H 3.12 1.72 -2.77
H 3.44 2.42 -1.14
H 3.53 0.68 -1.41
H 1.02 -1.38 0.34
H 2.59 -0.92 -0.39
H 3.19 -0.13 1.62
H 1.94 0.95 1.56
C -1.16 -4.01 2.26
C 0.36 -3.96 2.11
O 1.05 -4.98 2.76
C 1.12 -6.30 2.10
O 1.52 -6.21 0.87
C -0.20 -7.11 2.24
F -0.79 -6.93 3.46
F 0.04 -8.44 2.16
F -1.15 -6.84 1.33
H -1.44 -4.29 3.28
H -1.60 -3.03 2.03
H -1.61 -4.73 1.58
H 0.70 -3.03 2.59
H 0.65 -3.88 1.05
H 1.79 -6.84 2.81
*
```

natural (NBO) population analysis, charges in e, atoms 1 to 8: atom 1 (C): -0.6275, atom 2 (C): -0.4290, atom 3 (C): -0.0909, atom 4 (O): -0.3084, atom 5 (N): -0.0054, atom 6 (C): -0.0806, atom 7 (C): 0.1251, atom 8 (C): -0.0085